1.
{"formula": "C65H64N2OPSSb2V", "method": "ωB97M-V/def2-TZVPD", "multiplicity": 4, "gap_ev": [8.20, 8.24], "s_squared": 3.773, "charge": 1, "e_homo_ev": [-10.10, -10.30], "lumo_energy_ev": [-1.91, -2.06], "symbols": ["V", "C", "C", "C", "C", "C", "C", "C", "C", "C", "C", "H", "H", "H", "H", "H", "H", "H", "H", "H", "H", "H", "H", "H", "H", "H", "C", "C", "C", "Sb", "C", "C", "C", "C", "C", "C", "C", "C", "C", "C", "C", "C", "Sb", "C", "C", "C", "C", "C", "C", "C", "C", "C", "C", "C", "C", "H", "H", "H", "H", "H", "H", "H", "H", "H", "H", "H", "H", "H", "H", "H", "H", "H", "H", "H", "H", "H", "H", "H", "H", "H", "H", "O", "P", "C", "C", "C", "C", "C", "C", "C", "C", "C", "C", "C", "C", "C", "C", "C", "C", "C", "C", "H", "H", "H", "H", "H", "H", "H", "H", "H", "H", "H", "H", "H", "H", "H", "S", "C", "C", "C", "N", "C", "C", "C", "C", "C", "N", "C", "C", "H", "H", "H", "H", "H", "H", "H", "H"], "positions_angstrom": [[-1.4178, 1.3516, 0.3208], [-2.1546, 3.1334, 1.4319], [-1.5596, 3.5892, 0.2240], [-2.2657, 3.0189, -0.8650], [-3.3132, 2.2169, -0.3350], [-3.2406, 2.2772, 1.0900], [-4.2672, 1.7301, 2.0367], [-4.4587, 1.6792, -1.1322], [-2.1089, 3.3227, -2.3217], [-0.5273, 4.6666, 0.1891], [-1.9179, 3.7771, 2.7612], [-4.1030, 2.1164, 3.0412], [-4.2363, 0.6353, 2.0856], [-5.2687, 2.0279, 1.7169], [-5.0075, 2.5085, -1.5821], [-5.1549, 1.1280, -0.5064], [-4.1184, 1.0303, -1.9383], [-2.0081, 2.4078, -2.9073], [-1.2383, 3.9468, -2.5064], [-2.9905, 3.8498, -2.6950], [-0.9539, 5.5791, 0.6081], [-0.1908, 4.8835, -0.8199], [0.3366, 4.3926, 0.7915], [-2.2257, 3.1535, 3.5963], [-2.5003, 4.6991, 2.8090], [-0.8736, 4.0408, 2.9001], [-0.5933, 0.5597, 4.0725], [0.7802, 1.1900, 4.2340], [1.2394, 2.0325, 3.0589], [3.4302, 2.1212, 2.7531], [3.4673, 0.3217, 1.5703], [4.5524, -0.5377, 1.6575], [4.6373, -1.6407, 0.8284], [3.6581, -1.8790, -0.1199], [2.5855, -1.0148, -0.2211], [2.4861, 0.0668, 0.6314], [4.1855, 1.0490, 4.4818], [5.1286, 1.6457, 5.3033], [5.6456, 0.9626, 6.3925], [5.1975, -0.3141, 6.6889], [4.2696, -0.9260, 5.8636], [3.7976, -0.2544, 4.7501], [-1.0885, -0.5733, 2.2491], [0.2818, -2.2208, 1.9222], [-0.1608, -3.1954, 1.0405], [0.5541, -4.3699, 0.8784], [1.7081, -4.5880, 1.6121], [2.1411, -3.6286, 2.5101], [1.4301, -2.4509, 2.6553], [-2.0793, -2.1330, 3.4027], [-1.3302, -2.6653, 4.4441], [-1.7675, -3.7729, 5.1424], [-2.9648, -4.3766, 4.7986], [-3.7188, -3.8527, 3.7646], [-3.2756, -2.7387, 3.0646], [-1.3591, 1.3375, 4.0750], [-0.7998, -0.1004, 4.9136], [1.4987, 0.3976, 4.4389], [0.7572, 1.8216, 5.1280], [0.9028, 3.0639, 3.1526], [0.8433, 1.6516, 2.1133], [5.3287, -0.3529, 2.3885], [5.4807, -2.3082, 0.9116], [3.7262, -2.7367, -0.7704], [1.8251, -1.1543, -0.9732], [1.6200, 0.7155, 0.5402], [5.4780, 2.6442, 5.0799], [6.3984, 1.4280, 7.0127], [5.5769, -0.8350, 7.5555], [3.9169, -1.9266, 6.0814], [3.1516, -0.7740, 4.0593], [-1.0846, -3.0457, 0.4888], [0.2130, -5.1240, 0.1845], [2.2518, -5.5145, 1.5040], [3.0333, -3.8008, 3.0950], [1.7499, -1.7136, 3.3747], [-0.3753, -2.2318, 4.7027], [-1.1675, -4.1779, 5.9439], [-3.3062, -5.2486, 5.3353], [-4.6521, -4.3232, 3.4897], [-3.8686, -2.3627, 2.2413], [-1.1863, -0.5182, -1.0720], [-1.8289, -1.3815, -2.1114], [-3.2281, -2.3192, -1.4355], [-4.0053, -1.7335, -0.4447], [-5.1476, -2.3757, 0.0003], [-5.4951, -3.6130, -0.5184], [-4.7014, -4.2087, -1.4854], [-3.5713, -3.5612, -1.9515], [-0.6991, -2.5498, -2.9305], [-0.9566, -2.9756, -4.2311], [-0.1127, -3.8854, -4.8398], [0.9762, -4.3930, -4.1488], [1.2231, -3.9850, -2.8498], [0.3905, -3.0615, -2.2438], [-2.4812, -0.4603, -3.5449], [-1.5693, 0.2076, -4.3551], [-1.9971, 0.8368, -5.5090], [-3.3343, 0.7876, -5.8686], [-4.2425, 0.1183, -5.0675], [-3.8195, -0.5079, -3.9082], [-3.7052, -0.7713, -0.0458], [-5.7778, -1.9089, 0.7418], [-6.3821, -4.1140, -0.1615], [-4.9738, -5.1719, -1.8875], [-2.9571, -4.0110, -2.7170], [-1.8093, -2.5922, -4.7718], [-0.3125, -4.2076, -5.8503], [1.6225, -5.1151, -4.6230], [2.0562, -4.3954, -2.3010], [0.5692, -2.7451, -1.2298], [-0.5216, 0.2154, -4.0895], [-1.2882, 1.3568, -6.1332], [-3.6688, 1.2708, -6.7727], [-5.2828, 0.0750, -5.3453], [-4.5235, -1.0421, -3.2874], [4.5643, 1.6399, -3.8401], [3.1967, 1.9572, -2.7361], [2.0019, 1.2747, -2.9006], [0.9716, 1.5191, -2.0086], [1.0751, 2.3514, -0.9797], [2.2193, 3.0119, -0.8430], [3.3030, 2.8600, -1.6900], [4.4609, 3.2079, -4.7199], [3.6925, 3.2730, -5.8697], [3.6004, 4.4999, -6.5103], [4.2012, 5.5908, -6.0733], [4.9533, 5.5075, -4.9924], [5.1255, 4.3340, -4.2699], [1.8864, 0.5597, -3.6992], [0.0212, 1.0087, -2.1014], [2.2964, 3.6845, 0.0032], [4.2064, 3.4225, -1.5273], [3.1839, 2.3999, -6.2474], [3.0161, 4.6064, -7.4140], [5.4461, 6.4193, -4.6844], [5.7533, 4.3019, -3.3940]], "forces_ev_per_a": [[1.13, -1.24, -1.11], [-0.24, 0.33, -0.14], [-0.51, 0.25, 0.15], [-0.24, 0.34, -0.03], [-0.45, 0.39, 0.45], [-0.42, 0.42, -0.27], [0.13, -0.23, -0.10], [0.24, -0.15, -0.03], [0.06, -0.13, 0.04], [0.03, -0.14, 0.01], [0.05, -0.12, -0.02], [-0.06, -0.06, 0.04], [-0.12, 0.09, 0.06], [0.02, -0.03, 0.09], [-0.02, 0.02, -0.05], [-0.06, -0.11, 0.03], [-0.13, 0.01, -0.03], [0.00, 0.04, -0.09], [0.07, 0.01, -0.06], [0.02, 0.03, 0.00], [0.03, 0.07, 0.01], [0.06, -0.02, -0.06], [0.10, 0.09, 0.04], [-0.01, -0.01, 0.05], [-0.01, 0.06, 0.06], [0.03, 0.04, 0.06], [0.01, -0.27, -0.20], [0.04, -0.19, -0.02], [0.65, 0.19, 0.03], [-0.16, -0.43, 0.17], [-0.05, 0.55, 0.25], [0.14, -0.03, 0.04], [0.18, -0.12, -0.01], [-0.10, -0.04, -0.08], [-0.05, -0.04, -0.22], [-0.25, 0.13, -0.04], [-0.28, 0.38, -0.48], [0.02, 0.17, -0.02], [0.09, 0.00, 0.15], [0.06, 0.04, 0.11], [-0.03, -0.11, -0.01], [-0.06, -0.25, 0.03], [0.32, -0.99, 1.44], [0.01, 0.57, -0.10], [-0.16, 0.17, -0.07], [0.02, -0.11, -0.01], [-0.02, -0.08, 0.02], [0.11, -0.03, 0.04], [0.06, 0.18, 0.20], [-0.28, 0.46, -0.26], [0.10, 0.17, 0.10], [0.05, -0.05, 0.05], [-0.16, 0.00, -0.03], [-0.09, -0.15, -0.02], [-0.18, 0.17, -0.16], [-0.12, -0.09, -0.11], [-0.07, -0.02, -0.02], [-0.07, 0.04, 0.07], [0.10, -0.09, 0.04], [0.00, -0.03, -0.04], [0.05, 0.06, -0.07], [0.08, -0.04, 0.00], [0.11, -0.11, 0.02], [0.05, -0.11, -0.11], [-0.09, -0.10, -0.05], [0.20, -0.10, 0.03], [0.04, 0.12, 0.06], [0.02, 0.04, 0.05], [0.06, -0.03, 0.06], [0.06, -0.03, -0.02], [-0.01, 0.03, 0.05], [-0.02, -0.07, -0.02], [-0.10, -0.06, -0.08], [0.07, -0.07, -0.04], [0.07, 0.03, 0.06], [0.08, 0.02, 0.01], [0.10, 0.03, 0.07], [0.06, 0.00, 0.07], [-0.05, -0.07, 0.04], [-0.08, -0.01, -0.03], [0.00, 0.00, 0.05], [0.27, 0.92, 0.76], [-0.63, -0.54, -1.08], [0.55, 0.23, -0.19], [0.05, 0.15, -0.05], [-0.08, 0.08, 0.00], [0.03, 0.03, 0.04], [-0.07, -0.09, -0.05], [0.01, 0.00, -0.04], [-0.34, 0.31, 0.34], [-0.04, 0.08, -0.07], [-0.06, -0.08, -0.06], [-0.02, -0.03, -0.03], [0.08, -0.06, 0.05], [-0.03, 0.06, 0.12], [0.14, -0.32, 0.50], [0.02, 0.05, -0.03], [0.13, 0.02, 0.01], [-0.06, 0.04, 0.04], [-0.12, 0.01, -0.04], [0.04, -0.06, 0.10], [-0.07, 0.01, 0.08], [-0.04, 0.05, 0.13], [-0.08, -0.04, 0.00], [-0.01, -0.12, -0.03], [0.02, -0.12, -0.07], [-0.05, 0.03, -0.08], [-0.01, -0.03, -0.09], [0.09, -0.06, -0.05], [0.13, -0.02, 0.07], [0.10, 0.01, 0.06], [0.11, 0.02, -0.05], [0.10, 0.06, -0.08], [-0.03, 0.06, -0.11], [-0.15, 0.01, -0.06], [-0.12, -0.04, 0.02], [-0.07, 0.34, 0.00], [0.11, -0.18, -0.11], [0.00, 0.07, 0.11], [-0.02, -0.10, -0.24], [-0.45, -0.16, 0.09], [0.27, 0.20, 0.18], [-0.21, -0.08, 0.03], [0.04, -0.55, 0.12], [0.05, 0.21, 0.00], [-0.18, -0.36, -0.07], [0.00, 0.54, -0.35], [0.20, -0.08, 0.36], [-0.07, 0.06, -0.14], [-0.03, -0.08, -0.13], [0.12, -0.02, -0.10], [-0.02, 0.04, 0.02], [0.14, 0.05, 0.07], [-0.04, -0.06, -0.04], [-0.09, -0.02, -0.08], [0.06, 0.07, 0.08], [0.08, 0.00, 0.07]], "lowdin_spin": [2.76, 0.03, 0.00, 0.02, 0.01, 0.01, 0.01, 0.00, 0.01, 0.00, 0.01, 0.00, 0.00, 0.00, 0.00, 0.00, 0.00, 0.00, 0.00, 0.00, 0.00, 0.00, 0.00, 0.00, 0.00, 0.00, 0.01, 0.00, 0.01, 0.00, 0.00, 0.00, 0.00, 0.00, 0.00, 0.00, 0.00, 0.00, 0.00, 0.00, 0.00, 0.00, 0.03, 0.01, 0.00, 0.00, 0.00, 0.00, 0.00, 0.00, 0.00, 0.00, 0.00, 0.00, 0.00, 0.00, 0.00, 0.00, 0.00, 0.00, 0.01, 0.00, 0.00, 0.00, 0.00, 0.00, 0.00, 0.00, 0.00, 0.00, 0.00, 0.00, 0.00, 0.00, 0.00, 0.00, 0.00, 0.00, 0.00, 0.00, 0.00, 0.03, 0.00, 0.00, 0.00, 0.00, 0.00, 0.00, 0.00, 0.00, 0.00, 0.00, 0.00, 0.00, 0.00, 0.00, 0.00, 0.00, 0.00, 0.00, 0.00, 0.00, 0.00, 0.00, 0.00, 0.00, 0.00, 0.00, 0.00, 0.00, 0.00, 0.00, 0.00, 0.00, 0.00, 0.00, 0.00, 0.00, 0.00, 0.00, 0.01, 0.00, 0.00, 0.00, 0.00, 0.00, 0.00, 0.00, 0.00, 0.00, 0.00, 0.00, 0.00, 0.00, 0.00, 0.00, 0.00]}

2.
{"formula": "C3H7N3", "method": "ωB97M-V/def2-TZVPD", "relative_energy_kcal_mol": 149.6, "multiplicity": 1, "gap_ev": [7.97, 7.90], "charge": 0, "e_homo_ev": [-8.29, -8.24], "lumo_energy_ev": [-0.31, -0.35], "symbols": ["C", "C", "C", "N", "N", "N", "H", "H", "H", "H", "H", "H", "H"], "positions_angstrom": [[-0.8631, -2.0126, -0.3974], [1.3601, 1.2987, 0.0909], [0.1353, 1.1331, -0.7154], [-1.0145, -2.4165, 0.8800], [-0.7714, -1.0614, 1.2290], [-0.9792, -0.7304, -0.0609], [-0.7745, -2.3688, -1.4182], [2.3151, 0.9817, -0.3578], [1.1015, 0.6589, 0.9917], [1.6091, 2.3506, 0.3867], [0.1333, 1.0414, -1.8481], [-0.8126, 1.5960, -0.4643], [-1.4392, -0.4706, 1.6838]], "forces_ev_per_a": [[-0.72, -0.77, 0.53], [0.27, -0.32, 1.12], [-1.85, -1.86, -1.76], [0.57, -1.48, -0.91], [0.50, 1.03, 1.20], [2.16, 5.04, -3.92], [-0.09, -0.70, 0.54], [-0.71, -0.46, -0.09], [0.90, 0.90, -0.49], [-0.87, -0.67, 0.03], [0.42, -0.29, 1.55], [0.42, 0.29, 0.53], [-1.00, -0.71, 1.67]], "mulliken_charge": [0.11, -0.68, -0.27, -0.63, -0.02, -0.37, 0.32, 0.25, 0.26, 0.27, 0.28, 0.26, 0.21]}

What is the multiplicity in the second record?
1

Among the records above, which one has the lowest multiplicity?
C3H7N3